Record 1
120
Properties=species:S:1:pos:R:3 method="wB97M-V/def2-TZVPD" e_homo_ev=-6.95 de_lowest_kcal_mol=1393.89
Br -25.0625 -6.9593 7.0355
C -25.2212 -8.9346 7.1867
C -24.0003 -9.5157 7.8542
Br -24.1106 -11.4703 7.6798
H -25.2121 -9.2701 6.1497
H -26.0702 -9.1842 7.8231
H -23.9230 -9.2393 8.9058
H -23.0330 -9.2244 7.4447
C -23.2846 -5.9468 9.1629
C -22.5895 -7.2777 9.1763
C -21.9865 -7.7881 7.8337
O -21.5741 -9.1602 7.8528
C -21.0358 -9.6088 6.6690
N -21.6425 -7.3307 10.3058
H -22.4873 -5.2148 9.0338
H -23.7065 -5.6151 10.1116
H -23.9219 -5.7357 8.3042
H -23.3397 -7.9842 9.5315
H -21.1554 -7.1277 7.5862
H -22.7719 -7.6922 7.0840
H -20.7291 -10.6534 6.6170
H -20.0721 -9.1333 6.4863
H -21.6491 -9.3491 5.8062
H -21.2616 -8.2538 10.1550
H -20.8263 -6.7973 10.0424
C -25.8262 -10.7435 2.7262
C -24.9462 -10.9634 3.9983
C -25.4777 -12.0463 4.9828
O -26.8579 -12.0461 5.3706
C -27.3427 -10.9195 6.0974
N -23.5663 -11.1794 3.6100
H -25.6373 -9.7888 2.2352
H -26.8937 -10.6589 2.9295
H -25.6062 -11.4940 1.9670
H -24.9339 -10.0282 4.5581
H -24.8381 -12.0736 5.8650
H -25.4197 -13.0333 4.5240
H -26.6103 -10.2761 6.5850
H -28.1091 -11.2077 6.8170
H -27.8569 -10.2305 5.4274
H -23.0293 -11.5010 4.4027
H -23.5491 -11.9601 2.9694
C -26.6270 -10.3324 9.4324
C -27.2805 -11.6856 9.4672
C -26.4189 -12.7879 8.7912
O -26.7455 -12.5396 7.4089
C -26.2897 -13.5517 6.5829
N -27.5894 -11.9414 10.8397
H -25.6380 -10.2698 9.8865
H -27.3637 -9.7042 9.9333
H -26.5624 -10.0584 8.3794
H -28.1953 -11.6202 8.8781
H -26.7579 -13.6945 9.2924
H -25.3450 -12.6748 8.9398
H -25.2365 -13.7515 6.7802
H -26.2015 -13.2125 5.5508
H -26.8742 -14.4689 6.6542
H -27.9976 -12.8644 10.8786
H -26.6906 -12.1373 11.2568
C -19.4298 -12.7208 8.0348
C -20.7495 -12.6488 8.8863
C -20.9166 -11.2738 9.5524
O -22.2029 -11.2981 10.2087
C -22.6794 -9.9625 10.5326
N -21.8696 -12.8231 7.9402
H -18.5185 -12.6684 8.6306
H -19.4620 -11.8772 7.3454
H -19.4848 -13.6089 7.4052
H -20.7653 -13.4221 9.6544
H -20.7927 -10.4880 8.8073
H -20.2042 -11.0610 10.3494
H -23.5744 -9.9906 11.1542
H -22.9196 -9.3900 9.6367
H -21.9166 -9.4205 11.0916
H -21.7110 -12.2217 7.1444
H -22.6446 -12.3467 8.3790
C -27.4098 -6.3290 3.9268
C -26.3204 -5.3837 4.3048
C -25.8505 -5.3108 5.7361
O -24.8832 -4.2360 5.8427
C -24.2274 -4.3545 7.0786
N -25.2828 -5.6056 3.2776
H -26.9967 -7.3365 3.9745
H -27.5969 -6.2316 2.8574
H -28.3654 -6.2650 4.4474
H -26.8660 -4.4588 4.1175
H -25.3806 -6.2747 5.9316
H -26.7692 -5.1789 6.3078
H -23.5524 -3.4988 7.0959
H -23.7636 -5.3362 7.1744
H -24.8115 -4.2456 7.9924
H -25.5560 -5.8426 2.3346
H -24.6531 -4.8160 3.2912
C -29.3908 -9.6654 8.3825
C -28.0841 -8.9158 8.5508
C -27.8433 -7.8719 7.4554
O -27.6482 -8.5702 6.2502
C -27.3084 -7.7579 5.1153
N -28.1636 -8.3152 9.8463
H -29.2247 -10.3167 7.5245
H -30.2262 -8.9975 8.1724
H -29.7222 -10.3596 9.1547
H -27.2358 -9.6002 8.5511
H -26.8765 -7.3694 7.4845
H -28.6170 -7.1046 7.4280
H -26.3055 -7.3310 5.1134
H -28.0251 -6.9366 5.1191
H -27.3662 -8.3995 4.2360
H -28.7816 -7.5191 9.9132
H -28.5967 -8.8822 10.5611
C -26.0429 -7.7232 9.7947
Cl -25.2769 -9.0481 10.6936
Cl -24.9233 -6.3570 9.8233
H -26.3834 -8.0263 8.8046
H -26.9763 -7.4504 10.2870
C -24.5079 -7.7171 4.5075
Cl -25.8979 -8.6788 3.9007
Cl -23.2137 -8.7817 5.2406
H -24.1146 -7.1610 3.6566
H -24.8321 -7.0659 5.3193

---

Record 2
116
Properties=species:S:1:pos:R:3 method="wB97M-V/def2-TZVPD" e_homo_ev=-8.54 de_lowest_kcal_mol=11.17 smiles=COC[C@H](C)N.COC[C@H](C)N.COC[C@H](C)N.COC[C@H](C)N.COCCNCCOC.COCCNCCOC
C 1.1159 4.6222 -3.2182
C 1.8614 4.9842 -4.4696
C 1.0084 4.7511 -5.7351
O -0.2613 5.3145 -5.5098
C -0.9720 5.4378 -6.6828
N 2.3730 6.3637 -4.3486
H 1.7959 4.8588 -2.3972
H 0.9395 3.5445 -3.1697
H 0.1770 5.1524 -3.1049
H 2.6978 4.2775 -4.5387
H 0.9339 3.6651 -5.8809
H 1.5067 5.3080 -6.5360
H -1.1092 4.4605 -7.1624
H -0.4667 6.1044 -7.4184
H -1.9313 5.9416 -6.5479
H 1.5817 6.9838 -4.5956
H 3.0270 6.5792 -5.1060
C 0.2994 3.1861 4.2984
C 0.8051 1.8080 4.7009
C 0.6889 1.6259 6.2202
O 1.9226 1.1459 6.7365
C 2.0530 1.3405 8.0818
N -0.0201 0.8453 4.0143
H 0.9333 3.9232 4.8442
H -0.7210 3.3790 4.6183
H 0.4859 3.4861 3.2690
H 1.8790 1.7013 4.4814
H -0.1114 0.8873 6.4117
H 0.3438 2.5433 6.7232
H 2.7590 0.6072 8.4670
H 1.1020 1.1160 8.5894
H 2.3868 2.3528 8.3183
H 0.0282 0.9860 3.0034
H 0.1433 -0.1300 4.2398
C 2.0157 -3.7730 -5.4044
C 1.2552 -5.0888 -5.5981
C -0.1811 -4.9285 -5.2789
O -0.2967 -4.8617 -3.8846
C -1.5969 -4.4721 -3.4674
N 1.3273 -5.4539 -6.9994
H 3.0955 -3.9310 -5.4546
H 1.8271 -3.4144 -4.3808
H 1.6810 -2.9906 -6.0779
H 1.6797 -5.8943 -4.9944
H -0.7237 -5.8243 -5.6153
H -0.5515 -4.0127 -5.7489
H -2.4013 -4.9268 -4.0774
H -1.7573 -3.3885 -3.3939
H -1.8310 -4.8880 -2.4751
H 0.8423 -6.3616 -7.1017
H 2.2974 -5.7683 -7.1475
C -4.7161 2.2168 0.2800
C -5.5393 1.0990 0.9015
C -5.1294 -0.3122 0.4786
O -5.2388 -0.4390 -0.8930
C -4.5883 -1.5333 -1.4015
N -5.4153 1.2044 2.4243
H -4.4915 1.9587 -0.7686
H -3.7535 2.4187 0.7424
H -5.2862 3.1431 0.1885
H -6.6129 1.2916 0.7363
H -5.6391 -1.0969 1.0677
H -4.0605 -0.4306 0.7981
H -3.5318 -1.2850 -1.6057
H -5.0872 -1.8568 -2.3062
H -4.5515 -2.3755 -0.6912
H -5.9767 1.9914 2.7363
H -5.8608 0.3848 2.8533
C -1.5075 -0.8193 -4.9380
O -1.0480 -0.3824 -3.7129
C -0.9473 1.0016 -3.6230
C -1.1584 1.4084 -2.2042
N -0.3220 0.6077 -1.3331
C -0.7388 0.5829 0.0589
C -0.6193 1.9541 0.7069
O 0.6324 2.0393 1.3252
C 1.5581 2.6808 0.5477
H -2.5633 -0.5308 -5.1185
H -1.4543 -1.8949 -4.9137
H -0.9937 -0.3236 -5.7743
H -1.5705 1.5427 -4.3360
H 0.1079 1.2603 -3.8431
H -2.2366 1.3670 -1.9411
H -0.8069 2.4398 -2.0836
H -0.2109 -0.3240 -1.7156
H 0.0364 0.0380 0.5874
H -1.7552 0.1701 0.1095
H -1.4189 1.9917 1.4587
H -0.8497 2.7880 0.0343
H 1.5066 2.3112 -0.4880
H 2.5739 2.4996 0.8997
H 1.4275 3.7757 0.5106
C -0.5480 -5.1949 3.7579
O 0.4346 -4.2069 3.9622
C 1.6063 -4.4053 3.2194
C 2.3851 -3.1121 3.1087
N 3.4973 -3.0969 4.0388
C 3.0684 -2.7369 5.3397
C 4.2294 -2.5505 6.3096
O 5.1849 -1.5298 6.0757
C 4.7286 -0.1381 6.0389
H -0.6397 -5.5021 2.7057
H -1.5005 -4.8227 4.1464
H -0.3763 -6.1470 4.3133
H 1.3957 -4.7734 2.2040
H 2.2458 -5.1511 3.7061
H 1.6940 -2.2563 3.2261
H 2.7576 -2.9522 2.0884
H 4.2299 -2.4866 3.6935
H 2.5174 -3.6253 5.6751
H 2.3407 -1.9084 5.3409
H 4.8330 -3.4631 6.3159
H 3.8439 -2.4189 7.3383
H 4.2685 0.1421 6.9941
H 4.0741 0.1177 5.1969
H 5.6291 0.4809 5.9535